(1)
Density functional theory data (the ωB97M-V functional and the def2-TZVPD basis) for C4H3LiO2Sc as an isolated structure at a distorted geometry.

Each line ends with the Mulliken charge.
Geometry (Å):
Sc: -0.86463 -2.64527 -2.35491  1.45
O: -0.95870 -1.06338 -1.06265  -0.77
O: -0.95157 2.08718 1.18628  -0.39
C: 0.06526 1.52365 0.96082  0.72
C: 0.89319 -0.47749 0.36529  -0.03
C: 1.07987 0.65288 1.23854  -0.63
C: -0.02855 -0.17321 -0.64849  -0.46
Li: -2.49200 -0.06900 -0.68731  0.86
H: 0.19198 0.62327 -1.37462  0.62
H: 2.03798 1.02611 1.60223  0.35
H: 1.02717 -1.48474 0.77483  0.27

Cartesian forces (eV/Å) of the 6 atoms listed first:
0.3 1.1 1.0
-1.6 -3.1 -2.4
2.4 -0.9 -1.2
-2.7 0.8 2.2
-2.4 0.4 0.3
1.5 0.9 -1.7

Output
⟨S²⟩ ... 0.75
HOMO-LUMO gap (spin up / spin down) ... 0.19078 / 0.18957 Ha
LUMO (spin up / spin down) ... -10.031 / -10.073 eV
Spin multiplicity ... 2
Energy above the lowest of the compared OMol25 structures with the same formula, charge and spin ... 0.0 kcal/mol
HOMO (spin up / spin down) ... -15.223 / -15.232 eV
Total charge ... +2

(2)
Density functional theory data (the ωB97M-V functional and the def2-TZVPD basis) for a 5-piece molecular cluster, C29H46F4N6O5S overall at a distorted geometry.

Each line ends with the Mulliken charge.
Geometry (Å):
S: -10.31028 -0.29680 0.69177  0.15
F: -5.24983 -0.58528 -3.17162  -0.24
F: -5.07656 1.76997 -3.32318  -0.30
F: -6.79062 1.76155 -1.42628  -0.30
F: -4.90223 1.59345 -0.10032  -0.30
O: -6.96028 -3.50882 4.19226  -0.53
O: 5.77357 2.38835 -3.66003  -0.67
O: 2.19963 0.22921 4.37319  -0.57
O: 2.26016 0.48839 -1.08910  -0.62
O: 7.50491 8.10008 -1.63832  -0.59
N: 3.69719 2.08934 -0.27942  0.23
N: 6.55502 0.51996 -4.74922  0.13
N: -8.85869 0.30079 -0.00627  -0.46
N: 6.54018 6.42415 -2.88069  0.14
N: -9.83064 -1.84117 1.27835  -0.62
N: 2.09939 -1.57774 5.78749  0.13
C: -5.89709 -3.00738 0.77518  -0.17
C: 2.74085 -0.59009 5.09460  0.09
C: 2.46462 1.56099 -0.54943  0.03
C: -5.27645 -1.73618 -0.01003  0.80
C: -4.99686 -4.30306 1.20119  -1.05
C: 7.64877 6.36160 -3.81164  -0.99
C: 6.48939 1.40088 -3.70716  0.11
C: -7.74393 -0.65364 0.12710  0.02
C: 0.65778 -1.68812 5.67800  -0.87
C: 5.71884 0.74539 -5.91185  -0.95
C: 5.41451 5.53063 -3.07057  -0.74
C: -8.04481 -4.33652 2.06491  -0.71
C: -5.70002 0.84665 -1.08241  0.82
C: -0.16205 -0.62469 1.17007  -0.32
C: -4.88521 0.60535 -2.45622  0.21
C: 0.53694 0.16570 1.96931  -0.39
C: 3.85979 3.37504 0.36676  -0.87
C: -8.27353 -3.88567 3.62925  -0.54
C: -1.24314 -1.36224 0.24632  -0.39
C: 4.87851 1.33804 -0.65199  -0.94
C: -5.24469 -5.56201 0.21442  -1.01
C: 6.59014 7.32369 -1.85246  0.08
C: 7.43288 -0.63221 -4.73020  -0.92
C: -6.21495 -0.48569 -0.35171  -0.20
C: -3.72030 -1.77308 -0.42316  -0.92
C: 2.81246 -2.51774 6.62760  -0.92
C: -2.77275 -0.84193 0.54822  -0.17
C: -8.41336 -1.89191 0.90723  0.50
C: -7.42074 -3.08425 1.23211  0.57
H: 1.63587 2.21131 -0.22611  0.37
H: 0.95068 0.94004 2.72765  0.39
H: -5.36435 -4.60016 2.26870  0.36
H: -8.74663 -4.78093 4.18401  0.34
H: 7.16372 1.13765 -2.87630  0.34
H: 7.77120 7.33796 -4.28785  0.33
H: 8.00097 -0.67780 -3.79900  0.29
H: -3.02415 -1.15490 1.62405  0.28
H: 4.67047 0.74927 -5.60262  0.29
H: 4.86045 0.37016 -0.14346  0.36
H: -2.87013 0.27993 0.32940  0.30
H: 4.41451 3.23724 1.29897  0.35
H: 5.78381 1.88188 -0.37556  0.39
H: 8.56338 6.12218 -3.26272  0.31
H: -4.30640 -5.78529 -0.42633  0.33
H: -1.19337 -2.51121 0.45383  0.28
H: 2.63244 -3.53140 6.25950  0.34
H: 5.96099 1.72050 -6.34248  0.29
H: -8.98933 -2.97087 3.58398  0.29
H: -3.87472 -4.02749 1.34373  0.38
H: -3.53165 -1.51895 -1.54777  0.35
H: -5.45650 -6.48279 0.89865  0.27
H: -9.02720 -4.67076 1.56040  0.42
H: 5.76905 4.49778 -3.02250  0.28
H: -1.04180 -1.25628 -0.89434  0.33
H: 4.65551 5.68533 -2.30075  0.25
H: 4.86649 1.16852 -1.73056  0.15
H: -6.17247 -5.37774 -0.46462  0.27
H: 4.42083 4.03850 -0.29728  0.21
H: 8.12822 -0.56352 -5.57112  0.35
H: -7.35521 -5.25618 2.09428  0.17
H: 0.28922 -2.51805 6.28351  0.37
H: 0.20113 -0.75442 6.01651  0.28
H: 5.69893 7.28902 -1.20493  0.30
H: -6.92640 -2.53155 4.05492  0.34
H: 6.83090 -1.53965 -4.82745  0.34
H: 3.83216 -0.59420 5.24659  0.26
H: -3.28409 -2.84980 -0.29795  0.33
H: 2.89155 3.82749 0.59014  0.33
H: 3.88585 -2.31849 6.61660  0.30
H: -3.75286 0.63893 -2.17533  0.18
H: 4.97293 5.72011 -4.05284  0.30
H: 0.39033 -1.84953 4.63034  0.24
H: 5.87916 -0.03548 -6.65723  0.38
H: 7.46765 5.60122 -4.57343  0.35
H: 2.44232 -2.43053 7.65273  0.33

Cartesian forces (eV/Å) of the 6 atoms listed first:
4.2 -1.5 -0.6
0.7 3.0 1.9
0.2 -3.1 1.9
2.6 -2.6 1.1
-1.4 -1.6 -2.7
-1.9 0.6 -0.6

Output
HOMO-LUMO gap ... 0.26025 Ha
LUMO ... -1.530 eV
HOMO ... -8.612 eV

(3)
Density functional theory data (the ωB97M-V functional and the def2-TZVPD basis) for C17H12N3O4S4SbSe2W as an isolated structure at a distorted geometry.

Each line ends with the Mulliken charge.
Geometry (Å):
W: 0.23141 -0.99045 0.65420  0.12
Sb: -0.36092 0.40559 -1.87423  0.82
Se: -1.75190 -1.80322 2.23739  0.04
Se: 0.88680 -3.30284 2.21537  -0.02
S: 1.31583 1.01327 -0.26933  -0.36
S: 0.54159 -0.32060 -3.83835  -0.64
S: -1.76533 2.16480 -2.20928  -0.56
S: -1.59439 -1.44366 -0.89711  -0.26
O: 0.80044 -0.24696 2.27857  -0.27
O: 2.08754 -1.26258 0.84367  -0.43
O: 3.37380 3.13970 5.24310  -0.58
O: 5.45494 2.75008 5.59286  -0.58
N: 0.82108 -2.88161 -0.51634  0.03
N: -1.29570 0.70270 1.24200  0.27
N: 4.41317 2.56320 5.00654  0.98
C: 5.65300 0.26567 2.38096  -0.71
C: 1.47563 -4.47030 -2.19071  -0.79
C: 1.28568 -5.17341 0.08297  -0.89
C: 3.22727 0.12743 2.44721  -0.19
C: -2.75836 2.11769 3.17222  -0.23
C: 1.07634 -3.21148 -1.80113  0.15
C: 3.21333 1.08295 3.48693  -0.26
C: -2.15494 2.77370 2.10171  -1.05
C: -1.42847 2.04675 1.18187  -0.15
C: 2.06566 -0.44666 1.89917  1.27
C: 1.54415 -5.48218 -1.23412  -0.21
C: 5.64408 1.18281 3.42510  -0.42
C: -1.93709 0.07808 2.25856  0.49
C: 4.48016 -0.26195 1.90306  -0.59
C: -2.65290 0.74303 3.24710  -0.85
C: 4.41394 1.58562 3.94528  0.01
C: 0.97623 -3.85446 0.41905  0.68
H: 4.48934 -0.98173 1.09682  0.50
H: 2.28699 1.41878 3.92664  0.65
H: 1.71418 -4.65294 -3.22348  0.45
H: 1.32481 -5.90329 0.87656  0.46
H: -3.28035 2.66803 3.93706  0.42
H: 0.95042 -2.42162 -2.54288  -0.01
H: 1.80371 -6.48911 -1.51569  0.41
H: 6.55477 1.59911 3.82378  0.51
H: -0.93116 2.55086 0.35561  0.50
H: -3.08803 0.15342 4.04077  0.43
H: -2.23395 3.83922 1.97620  0.42
H: 6.58563 -0.05066 1.94287  0.43

Cartesian forces (eV/Å) of the 6 atoms listed first:
-7.2 -2.4 -4.6
-0.8 1.7 -3.6
0.3 0.7 0.2
-1.0 0.3 -0.6
-0.9 -0.5 -0.5
0.2 -0.1 0.6

Output
HOMO-LUMO gap (spin up / spin down) ... 0.16651 / 0.16654 Ha
LUMO (spin up / spin down) ... -2.892 / -2.891 eV
Energy above the lowest of the compared OMol25 structures with the same formula, charge and spin ... 85.4 kcal/mol
HOMO (spin up / spin down) ... -7.423 / -7.423 eV

(4)
Density functional theory data (the ωB97M-V functional and the def2-TZVPD basis) for C5H6N2O9P2V as an isolated structure.

Each line ends with the Mulliken charge.
Geometry (Å):
V: 0.72554 0.57320 -0.14436  0.91
P: 3.61455 -0.58402 -0.22090  0.89
P: 1.54079 -1.28732 1.48190  1.09
O: 0.50479 -1.72314 0.50613  -0.58
O: -2.48660 -0.11615 1.69323  -0.66
O: 1.56067 -2.04204 2.87551  -0.53
O: 2.36584 -0.07471 -0.96278  -0.54
O: 3.02821 -1.55219 0.99898  -0.34
O: -0.60783 0.65013 -2.31479  -0.68
O: 1.39205 0.24069 1.66826  -0.60
O: 4.65227 -1.29915 -0.95170  -0.72
O: 4.20206 0.65349 0.60539  -0.49
N: -1.31403 0.43458 -0.21521  -0.18
N: 1.13273 3.80104 -0.23759  -0.66
C: -3.59638 -0.09859 -0.47967  -0.37
C: -1.54428 0.46921 -1.54116  0.63
C: 0.99550 2.65383 -0.20691  0.27
C: -2.42133 0.05852 0.49944  0.25
C: -3.00736 0.22983 -1.85496  -0.48
H: -3.42413 1.13316 -2.30106  0.25
H: -3.10025 -0.57325 -2.58482  0.28
H: -3.96966 -1.11944 -0.40806  0.25
H: -4.39916 0.57106 -0.17355  0.27
H: 3.49359 1.13988 1.05193  0.38
H: 0.66241 -2.13861 3.21674  0.36

Cartesian forces (eV/Å) of the 6 atoms listed first:
-0.5 -0.2 -0.5
0.4 0.0 0.1
0.2 0.0 0.2
0.0 0.1 -0.1
0.0 0.0 0.0
-0.2 0.0 -0.1

Output
⟨S²⟩ ... 2.01
HOMO-LUMO gap (spin up / spin down) ... 0.33785 / 0.37228 Ha
LUMO (spin up / spin down) ... 2.307 / 2.846 eV
Spin multiplicity ... 3
HOMO (spin up / spin down) ... -6.886 / -7.284 eV
Total charge ... -1

(5)
Density functional theory data (the ωB97M-V functional and the def2-TZVPD basis) for an isolated ion of composition C21H30N3O4 and charge +1.

Each line ends with the Mulliken charge.
Geometry (Å):
O: -0.55897 -1.18098 -0.01433  -0.92
O: -0.03959 1.55904 -2.42336  -0.70
O: 0.78093 2.26315 0.84854  -0.59
O: 1.29624 2.71354 -3.77192  -0.47
N: 1.52745 -1.92976 -0.13695  0.10
N: -0.21216 0.51193 1.89185  0.07
N: -1.89744 1.10711 -0.43675  0.26
C: -1.60905 2.07002 0.66730  0.15
C: 1.89587 -0.64083 -2.90575  -0.48
C: -4.37408 -1.12397 3.03118  -0.73
C: 2.96221 -1.93192 0.00984  -1.13
C: -3.78490 0.11797 0.63027  1.13
C: 3.71670 -1.28231 -1.17794  0.71
C: 1.04529 1.71511 -2.94899  -0.10
C: -4.46698 -1.08636 0.63214  -1.18
C: -2.69733 2.03692 1.75166  -0.98
C: 3.08201 -1.54336 -2.55266  -1.54
C: 3.97137 0.21868 -1.00187  -1.52
C: 0.58755 -1.20782 0.45307  0.39
C: -0.21150 1.65716 1.16978  -0.03
C: -3.68205 0.07616 3.03249  -0.50
C: 0.93968 -1.37821 2.93265  -1.66
C: -3.33979 0.82097 -0.61947  -0.94
C: 2.74978 1.07921 -1.29394  0.26
C: 2.25016 0.83758 -2.72449  0.44
C: -4.77119 -1.70041 1.83593  -0.57
C: 0.88458 -0.42677 1.74288  -0.30
C: -3.38960 0.70587 1.83218  0.49
H: 3.00951 2.13050 -1.16515  0.59
H: -3.37852 0.52834 3.96492  0.47
H: 3.85717 -1.37559 -3.30290  0.47
H: 4.69792 -1.76877 -1.17839  0.35
H: 2.78297 -2.59060 -2.63395  0.44
H: -1.42547 1.42177 -1.30362  0.70
H: -1.10392 0.07609 2.09613  0.25
H: -1.43249 0.17245 -0.21647  -0.02
H: 4.76986 0.50870 -1.68750  0.50
H: 3.24076 -1.42695 0.93401  0.34
H: 1.80574 0.15454 1.65581  0.69
H: 1.76372 -2.07773 2.82778  0.34
H: 1.94375 0.85809 -0.59711  -0.68
H: 3.27451 -2.97780 0.08682  0.45
H: 1.19472 -2.46579 -0.93097  0.51
H: -3.45020 2.79525 1.51751  0.36
H: 1.07690 -0.81126 3.84937  0.43
H: -3.87960 1.76014 -0.77079  0.39
H: 0.01292 -1.94417 3.00512  0.40
H: -2.25934 2.30921 2.71258  0.39
H: -3.47198 0.18849 -1.49751  0.50
H: 0.53601 3.30515 -3.89973  0.42
H: 4.32428 0.42063 0.01062  0.46
H: -5.31206 -2.63322 1.84053  0.44
H: 3.02314 1.13503 -3.43692  0.48
H: 1.01664 -0.85646 -2.29880  0.05
H: -1.52535 3.07655 0.24734  0.33
H: -4.60560 -1.60831 3.96671  0.43
H: 1.62327 -0.82380 -3.94738  0.41
H: -4.76445 -1.53822 -0.30137  0.45

Cartesian forces (eV/Å) of the 6 atoms listed first:
-0.1 -0.3 -0.1
0.0 0.0 0.0
0.2 0.1 -0.1
0.3 0.5 -0.5
-0.2 -0.5 -0.3
0.2 -0.3 0.6

Output
HOMO-LUMO gap ... 0.37960 Ha
LUMO ... -1.947 eV
HOMO ... -12.276 eV
Total charge ... +1